(i)
Molecular formula: C4H13NS
Method: DFT, wB97M-V/def2-TZVPD

The spin multiplicity is 1. As for the structure (SMILES): CNC.CSC. Its orbital gap is 9.371 eV. As for the HOMO energy: -8.38 eV. The molar mass is 107.222 g mol⁻¹. Its charge is 0.

Geometry as XYZ:
```
19
C4H13NS | the Open Molecules 2025 dataset | wB97M-V/def2-TZVPD
C -2.199 -0.726 0.989
N -2.752 -0.254 -0.274
C -2.016 -0.645 -1.443
H -1.113 -0.778 0.965
H -2.489 -1.721 1.305
H -2.472 0.015 1.743
H -3.741 -0.457 -0.296
H -1.749 -1.705 -1.613
H -2.518 -0.322 -2.351
H -1.053 -0.125 -1.445
C 3.467 -0.131 -0.255
S 2.702 1.470 -0.527
C 1.429 1.648 0.734
H 4.527 -0.090 -0.489
H 3.411 -0.385 0.807
H 3.028 -0.929 -0.856
H 1.743 2.449 1.401
H 1.307 0.722 1.288
H 0.487 1.964 0.319
```

***

(ii)
Molecular formula: C4H13NS
Method: DFT, wB97M-V/def2-TZVPD

The spin multiplicity is 1. Its orbital gap is 8.348 eV. As for the HOMO energy: -9.04 eV. The molar mass is 107.222 g mol⁻¹. Its charge is 0.

Geometry as XYZ:
```
19
C4H13NS | the Open Molecules 2025 dataset | wB97M-V/def2-TZVPD
C 0.228 1.277 1.521
C -0.933 0.323 1.193
C -1.796 1.049 0.158
N -0.382 -0.963 0.734
H 1.002 0.729 2.078
H 0.748 1.591 0.608
H -0.153 2.138 2.079
H -1.479 0.133 2.120
H -1.142 1.163 -0.704
H -2.072 2.078 0.443
H -2.722 0.549 -0.137
H 0.212 -0.783 -0.096
H -1.116 -1.552 0.340
H -0.263 -0.343 -1.813
C 2.011 -1.592 -1.705
S 1.568 0.157 -1.684
H 1.761 -2.108 -2.638
H 3.080 -1.743 -1.581
H 1.447 -2.103 -0.917
```

***

Bottom line: (i), by a margin of 135.1 kJ/mol.

***

(i)
Molecular formula: C53H37Cl2F8N2O6PS2V
Method: DFT, wB97M-V/def2-TZVPD

The spin multiplicity is 4. Its orbital gap (alpha / beta) is 4.867 / 7.266 eV. As for the HOMO energy (alpha / beta): -1.08 / -3.48 eV. The molar mass is 1166.829 g mol⁻¹. Its charge is -2. The expectation value of S² is 3.76.

Geometry as XYZ:
```
112
C53H37Cl2F8N2O6PS2V | the Open Molecules 2025 dataset | wB97M-V/def2-TZVPD
V 0.795 -0.681 0.186
Cl 2.773 3.045 -0.485
C 4.081 1.976 0.048
Cl 3.922 0.333 -0.575
H 4.026 1.905 1.128
H 5.016 2.388 -0.313
O -0.649 3.595 1.338
S -0.683 2.170 1.617
O -0.215 1.781 2.928
O -0.112 1.379 0.519
C -2.438 1.775 1.596
C -3.028 1.669 2.852
C -4.384 1.427 2.986
C -5.165 1.305 1.848
C -4.580 1.424 0.598
C -3.212 1.649 0.437
P -2.472 1.819 -1.257
C -3.946 1.499 -2.325
C -4.425 2.410 -3.263
C -5.434 2.061 -4.154
C -5.994 0.795 -4.117
C -5.527 -0.126 -3.186
C -4.507 0.214 -2.313
C -2.369 3.656 -1.386
C -2.966 4.549 -0.503
C -2.820 5.918 -0.674
C -2.075 6.419 -1.732
C -1.466 5.540 -2.616
C -1.607 4.171 -2.434
H -2.386 1.750 3.718
H -4.822 1.325 3.972
H -6.229 1.112 1.923
H -5.217 1.341 -0.271
H -4.021 3.415 -3.292
H -5.785 2.791 -4.874
H -6.779 0.522 -4.813
H -5.948 -1.124 -3.147
H -4.135 -0.522 -1.611
H -3.529 4.171 0.341
H -3.280 6.596 0.036
H -1.951 7.489 -1.853
H -0.866 5.916 -3.436
H -1.111 3.486 -3.113
F 3.593 -2.161 1.347
C 3.144 -2.800 0.231
C 1.988 -2.378 -0.410
C 1.733 -3.136 -1.543
F 0.663 -2.862 -2.340
C 2.503 -4.194 -2.002
F 2.180 -4.875 -3.125
C 3.634 -4.562 -1.301
F 4.403 -5.589 -1.722
C 3.962 -3.850 -0.166
F 5.075 -4.184 0.522
O 2.513 0.675 2.092
C 1.942 -0.216 2.709
N 2.212 -0.526 4.032
C 1.591 -1.782 4.373
C 0.682 -1.985 3.115
O -0.131 -2.887 3.071
N 0.999 -1.058 2.181
C 0.745 -1.722 5.632
C 0.208 -2.889 6.171
C -0.581 -2.839 7.309
C -0.847 -1.622 7.927
C -0.330 -0.456 7.384
C 0.458 -0.506 6.240
C 2.630 -2.902 4.470
C 2.623 -4.021 3.647
C 3.624 -4.979 3.758
C 4.634 -4.842 4.697
C 4.639 -3.733 5.535
C 3.643 -2.778 5.420
H 3.109 -0.252 4.397
H 0.399 -3.833 5.678
H -0.998 -3.755 7.711
H -1.463 -1.585 8.818
H -0.548 0.501 7.841
H 0.829 0.403 5.783
H 1.842 -4.134 2.906
H 3.617 -5.830 3.088
H 5.416 -5.587 4.771
H 5.421 -3.613 6.276
H 3.644 -1.921 6.087
F -1.853 -1.311 -1.181
C -1.080 -1.646 -0.011
F -1.153 -3.024 -0.047
F -1.982 -1.315 0.990
O 0.760 -0.026 -1.899
S 0.875 1.170 -2.772
C -0.323 0.878 -4.072
C -1.144 -0.227 -3.944
C -2.084 -0.464 -4.942
C -2.194 0.393 -6.025
C -1.369 1.508 -6.124
C -0.424 1.755 -5.142
C 2.331 0.867 -3.775
C 2.689 -0.447 -4.041
C 3.824 -0.686 -4.797
C 4.583 0.379 -5.274
C 4.218 1.686 -4.988
C 3.084 1.935 -4.221
H -1.054 -0.869 -3.074
H -2.738 -1.323 -4.855
H -2.936 0.204 -6.791
H -1.463 2.186 -6.964
H 0.225 2.622 -5.211
H 2.095 -1.256 -3.630
H 4.125 -1.706 -5.000
H 5.473 0.185 -5.860
H 4.824 2.511 -5.340
H 2.810 2.947 -3.946
```

***

(ii)
Molecular formula: C53H37Cl2F8N2O6PS2V
Method: DFT, wB97M-V/def2-TZVPD

The spin multiplicity is 4. Its orbital gap (alpha / beta) is 5.863 / 7.384 eV. As for the HOMO energy (alpha / beta): -1.75 / -3.27 eV. The molar mass is 1166.829 g mol⁻¹. Its charge is -2. The expectation value of S² is 3.76.

Geometry as XYZ:
```
112
C53H37Cl2F8N2O6PS2V | the Open Molecules 2025 dataset | wB97M-V/def2-TZVPD
V 0.501 -0.039 0.152
Cl 4.289 -0.674 1.623
C 5.206 -0.089 0.238
Cl 4.486 1.363 -0.486
H 5.214 -0.866 -0.520
H 6.211 0.159 0.563
O 0.444 -1.008 4.613
S 1.089 -1.616 3.456
O 2.506 -1.863 3.644
O 0.764 -0.928 2.212
C 0.336 -3.250 3.384
C 0.670 -4.045 4.485
C 0.114 -5.296 4.652
C -0.802 -5.767 3.717
C -1.125 -4.987 2.626
C -0.553 -3.723 2.420
P -1.074 -2.791 0.895
C -0.875 -4.103 -0.381
C -1.494 -3.919 -1.620
C -1.264 -4.793 -2.670
C -0.387 -5.858 -2.516
C 0.257 -6.037 -1.300
C 0.014 -5.169 -0.244
C -2.879 -2.857 1.272
C -3.285 -2.038 2.329
C -4.614 -1.982 2.709
C -5.569 -2.735 2.037
C -5.176 -3.554 0.990
C -3.839 -3.617 0.613
H 1.374 -3.649 5.204
H 0.385 -5.899 5.511
H -1.262 -6.741 3.839
H -1.836 -5.359 1.899
H -2.119 -3.051 -1.778
H -1.747 -4.619 -3.625
H -0.186 -6.528 -3.344
H 0.974 -6.838 -1.175
H 0.546 -5.314 0.687
H -2.550 -1.431 2.843
H -4.907 -1.330 3.523
H -6.613 -2.679 2.324
H -5.911 -4.150 0.460
H -3.547 -4.273 -0.197
F 2.036 -2.992 0.732
C 2.411 -2.604 -0.515
C 2.073 -1.350 -0.988
C 2.582 -1.088 -2.247
F 2.373 0.111 -2.855
C 3.341 -1.978 -2.990
F 3.813 -1.664 -4.219
C 3.633 -3.220 -2.463
F 4.374 -4.105 -3.163
C 3.169 -3.537 -1.203
F 3.488 -4.739 -0.674
O -0.958 -1.098 -1.971
C -0.861 0.079 -2.294
N -1.565 0.679 -3.321
C -1.335 2.105 -3.322
C -0.220 2.197 -2.209
O 0.336 3.251 -1.953
N -0.046 0.981 -1.673
C -2.506 2.933 -2.819
C -2.423 4.325 -2.853
C -3.443 5.105 -2.335
C -4.559 4.507 -1.762
C -4.633 3.126 -1.699
C -3.610 2.343 -2.220
C -0.787 2.538 -4.677
C 0.529 2.212 -5.003
C 1.040 2.509 -6.256
C 0.244 3.135 -7.208
C -1.068 3.455 -6.895
C -1.579 3.157 -5.636
H -2.377 0.238 -3.713
H -1.538 4.788 -3.269
H -3.359 6.186 -2.360
H -5.352 5.117 -1.344
H -5.475 2.645 -1.215
H -3.650 1.269 -2.100
H 1.154 1.717 -4.268
H 2.065 2.249 -6.488
H 0.644 3.368 -8.187
H -1.701 3.938 -7.630
H -2.603 3.415 -5.398
F -2.582 0.418 0.181
C -1.460 0.869 0.886
F -1.884 0.746 2.204
F -1.560 2.255 0.702
O 1.564 1.543 1.136
S 1.121 1.968 2.506
C 0.822 3.733 2.334
C 0.639 4.526 3.459
C 0.326 5.866 3.298
C 0.190 6.398 2.019
C 0.368 5.589 0.906
C 0.685 4.245 1.056
C 2.644 2.095 3.442
C 2.746 1.399 4.633
C 3.960 1.408 5.312
C 5.045 2.094 4.791
C 4.932 2.775 3.580
C 3.729 2.773 2.899
H 0.746 4.099 4.450
H 0.185 6.495 4.168
H -0.064 7.444 1.895
H 0.246 5.988 -0.093
H 0.804 3.607 0.189
H 1.903 0.819 4.993
H 4.061 0.850 6.234
H 5.993 2.084 5.316
H 5.789 3.291 3.164
H 3.625 3.262 1.938
```

***

Bottom line: (ii), by a margin of 16.2 kJ/mol.

***

(i)
Molecular formula: C29H34ClI2N4O2PbS2
Method: DFT, wB97M-V/def2-TZVPD

The spin multiplicity is 1. Its orbital gap is 7.064 eV. As for the HOMO energy: -10.15 eV. The molar mass is 1031.212 g mol⁻¹. Its charge is +1.

Geometry as XYZ:
```
75
C29H34ClI2N4O2PbS2 | the Open Molecules 2025 dataset | wB97M-V/def2-TZVPD
Pb 0.394 -0.171 0.713
Cl 7.256 2.249 3.040
C 5.712 1.508 2.776
C 4.958 1.073 3.876
C 3.741 0.480 3.687
C 3.183 0.305 2.395
O 2.016 -0.251 2.292
C 3.964 0.741 1.289
C 3.599 0.532 -0.077
N 2.449 0.160 -0.535
C 2.304 -0.097 -1.910
C 2.926 0.607 -2.910
C 2.740 0.260 -4.262
C 1.939 -0.788 -4.611
C 1.264 -1.525 -3.610
C 0.427 -2.626 -3.898
C -0.197 -3.287 -2.879
C -0.011 -2.823 -1.565
N 0.759 -1.809 -1.259
C 1.423 -1.163 -2.255
C 5.232 1.325 1.510
H 5.355 1.207 4.872
H 3.160 0.130 4.529
H 4.414 0.670 -0.792
H 3.563 1.445 -2.667
H 3.247 0.834 -5.025
H 1.805 -1.065 -5.647
H 0.294 -2.935 -4.927
H -0.836 -4.138 -3.061
H -0.527 -3.304 -0.744
H 5.827 1.631 0.660
I 1.246 3.366 2.533
C -0.074 2.698 4.044
I -1.956 2.069 3.286
H -0.251 3.516 4.731
H 0.388 1.853 4.541
N -6.834 1.159 -2.260
C -5.875 0.505 -2.933
S -6.117 -0.128 -4.423
C -4.570 0.361 -2.223
C -4.461 0.387 -0.835
C -3.212 0.227 -0.259
N -2.095 0.065 -0.962
C -2.200 0.039 -2.289
C -3.402 0.172 -2.958
H -7.731 1.277 -2.703
H -6.657 1.652 -1.401
H -5.321 0.479 -0.186
H -3.102 0.215 0.818
H -1.275 -0.088 -2.839
H -3.449 0.132 -4.035
C 1.475 3.603 -1.184
S 0.135 2.398 -1.175
C -1.252 3.485 -0.800
H 1.496 4.148 -2.126
H 2.410 3.065 -1.058
H 1.359 4.306 -0.361
H -1.123 3.947 0.177
H -2.150 2.874 -0.794
H -1.347 4.248 -1.570
C 0.597 -2.762 3.938
C -0.617 -1.876 3.743
O -1.149 -1.910 2.414
C -1.644 -3.197 2.041
C -2.718 -3.039 0.986
H 0.973 -2.645 4.955
H 1.393 -2.476 3.252
H 0.357 -3.816 3.799
H -0.358 -0.831 3.917
H -1.420 -2.145 4.441
H -2.053 -3.693 2.927
H -0.819 -3.820 1.676
H -3.592 -2.539 1.397
H -3.027 -4.012 0.608
H -2.356 -2.445 0.147
```

***

(ii)
Molecular formula: C29H34ClI2N4O2PbS2
Method: DFT, wB97M-V/def2-TZVPD

The spin multiplicity is 1. Its orbital gap is 7.308 eV. As for the HOMO energy: -10.31 eV. The molar mass is 1031.212 g mol⁻¹. Its charge is +1.

Geometry as XYZ:
```
75
C29H34ClI2N4O2PbS2 | the Open Molecules 2025 dataset | wB97M-V/def2-TZVPD
Pb 0.078 1.210 -0.512
Cl 4.266 -4.459 -2.946
C 3.569 -2.902 -2.622
C 3.207 -2.067 -3.690
C 2.650 -0.836 -3.452
C 2.363 -0.386 -2.140
O 1.770 0.766 -1.978
C 2.751 -1.245 -1.073
C 2.628 -0.845 0.301
N 1.815 0.052 0.734
C 1.938 0.549 2.060
C 2.176 -0.213 3.168
C 2.364 0.390 4.432
C 2.341 1.748 4.565
C 2.088 2.567 3.437
C 2.089 3.981 3.490
C 1.845 4.701 2.362
C 1.539 4.012 1.173
N 1.526 2.705 1.081
C 1.840 1.966 2.189
C 3.383 -2.478 -1.340
H 3.374 -2.404 -4.707
H 2.376 -0.184 -4.274
H 3.314 -1.318 1.010
H 2.221 -1.293 3.079
H 2.547 -0.237 5.296
H 2.516 2.216 5.527
H 2.291 4.474 4.434
H 1.849 5.783 2.370
H 1.276 4.563 0.274
H 3.697 -3.106 -0.512
I -3.145 2.620 -2.592
C -1.668 3.887 -3.429
I 0.292 3.138 -3.116
H -1.750 4.863 -2.972
H -1.820 3.926 -4.497
N 0.044 -5.462 -4.215
C 0.157 -4.225 -4.716
S 0.589 -3.927 -6.274
C -0.122 -3.119 -3.737
C 0.116 -3.271 -2.378
C -0.106 -2.199 -1.529
N -0.542 -1.011 -1.949
C -0.780 -0.873 -3.259
C -0.590 -1.887 -4.176
H 0.247 -6.241 -4.819
H -0.300 -5.641 -3.289
H 0.546 -4.179 -1.974
H 0.113 -2.288 -0.470
H -1.110 0.107 -3.590
H -0.770 -1.726 -5.231
C -3.012 3.856 2.679
S -1.515 2.894 2.403
C -1.765 1.570 3.600
H -3.900 3.252 2.489
H -2.992 4.692 1.982
H -3.032 4.239 3.698
H -1.853 1.984 4.604
H -0.882 0.929 3.552
H -2.641 0.977 3.345
C -0.957 -2.185 2.250
C -2.229 -2.080 1.445
O -2.526 -0.709 1.251
C -3.684 -0.521 0.445
C -4.187 0.889 0.658
H -0.636 -3.226 2.325
H -1.105 -1.795 3.260
H -0.160 -1.603 1.777
H -3.058 -2.561 1.972
H -2.129 -2.583 0.477
H -4.452 -1.245 0.734
H -3.435 -0.705 -0.606
H -4.669 0.980 1.633
H -4.918 1.156 -0.111
H -3.353 1.595 0.612
```

***

Bottom line: (i), by a margin of 8.2 kJ/mol.

***

(i)
Molecular formula: H2O5P2
Method: DFT, wB97M-V/def2-TZVPD

The spin multiplicity is 1. Its orbital gap is 6.398 eV. As for the HOMO energy: 0.99 eV. The molar mass is 143.959 g mol⁻¹. Its charge is -2.

Geometry as XYZ:
```
9
H2O5P2 | the Open Molecules 2025 dataset | wB97M-V/def2-TZVPD
O 1.409 1.261 -0.666
O 2.828 -0.002 1.043
O 1.312 -1.295 -0.556
O -0.916 1.289 0.451
O -0.971 -1.239 0.586
P -0.531 -0.033 1.417
P 1.526 0.062 0.300
H -0.063 1.523 -0.008
H 0.469 -1.238 -0.223
```

***

(ii)
Molecular formula: H2O5P2
Method: DFT, wB97M-V/def2-TZVPD

The spin multiplicity is 1. As for the structure (SMILES): O=P(O)=P([O-])([O-])O. Its orbital gap is 6.192 eV. As for the HOMO energy: 0.97 eV. The molar mass is 143.959 g mol⁻¹. Its charge is -2.

Geometry as XYZ:
```
9
H2O5P2 | the Open Molecules 2025 dataset | wB97M-V/def2-TZVPD
O -1.438 1.048 1.784
P -1.246 -0.296 1.231
O 0.691 -0.574 1.075
P -1.184 -0.355 -0.998
O -0.534 -1.594 -1.511
O -2.485 0.005 -1.636
O 0.070 0.812 -1.447
H 0.819 -0.890 0.145
H 0.178 1.617 -0.936
```

***

Bottom line: (i), by a margin of 17.1 kJ/mol.

***

(i)
Molecular formula: C5H9NO2S
Method: DFT, wB97M-V/def2-TZVPD

The spin multiplicity is 1. Its orbital gap is 9.605 eV. As for the HOMO energy: -9.06 eV. The molar mass is 147.199 g mol⁻¹. Its charge is 0.

Geometry as XYZ:
```
18
C5H9NO2S | the Open Molecules 2025 dataset | wB97M-V/def2-TZVPD
C 0.916 1.258 -2.150
C 0.964 0.360 -1.360
C -0.105 -1.775 -0.952
C 2.253 -1.212 -0.182
C 0.880 -0.928 -0.750
N -2.045 2.264 1.769
O -2.551 -0.120 0.940
O -0.395 0.275 1.959
S -1.235 0.943 1.002
H 1.333 1.726 -2.997
H -0.924 -1.434 -1.574
H -3.468 0.065 0.887
H 0.036 -2.751 -0.666
H 2.973 -0.705 -0.695
H 2.549 -2.359 -0.169
H 2.346 -0.972 0.846
H -1.700 3.133 1.352
H -1.826 2.231 2.739
```

***

(ii)
Molecular formula: C5H9NO2S
Method: DFT, wB97M-V/def2-TZVPD

The spin multiplicity is 1. As for the structure (SMILES): O=C(O)[C@H]1CCSCN1. Its orbital gap is 9.153 eV. As for the HOMO energy: -8.68 eV. The molar mass is 147.199 g mol⁻¹. Its charge is 0.

Geometry as XYZ:
```
18
C5H9NO2S | the Open Molecules 2025 dataset | wB97M-V/def2-TZVPD
O 3.000 0.838 0.337
C 2.222 -0.070 0.088
O 2.286 -0.933 -0.924
C 0.723 -0.051 0.640
C -0.137 1.242 0.494
C -1.193 1.226 -0.626
S -2.659 0.025 -0.240
C -1.353 -1.180 0.607
N -0.059 -1.210 0.099
H 3.006 -0.563 -1.358
H 1.015 -0.146 1.751
H -0.730 1.570 1.376
H 0.549 2.089 -0.019
H -1.329 2.346 -0.947
H -0.613 0.902 -1.600
H -1.346 -0.837 1.676
H -1.507 -2.223 0.717
H 0.053 -1.312 -0.967
```

***

Bottom line: (ii), by a margin of 190.0 kJ/mol.

***

(i)
Molecular formula: C3H9N2O
Method: DFT, wB97M-V/def2-TZVPD

The spin multiplicity is 2. Its orbital gap (alpha / beta) is 4.629 / 8.292 eV. As for the HOMO energy (alpha / beta): -4.32 / -8.05 eV. The molar mass is 89.118 g mol⁻¹. Its charge is 0. The expectation value of S² is 0.75.

Geometry as XYZ:
```
15
C3H9N2O | the Open Molecules 2025 dataset | wB97M-V/def2-TZVPD
N 1.484 -1.635 0.151
C 0.257 -1.192 -0.539
C 0.199 0.269 -0.105
N -0.871 1.015 -0.619
C -2.064 1.073 0.231
O 1.121 0.672 0.731
H 2.100 -2.192 -0.442
H 1.944 -0.720 0.443
H 1.346 -2.264 0.937
H -0.644 -1.618 -0.082
H 0.277 -1.336 -1.601
H -0.639 1.883 -1.069
H -1.982 1.806 1.041
H -2.927 1.470 -0.320
H -2.300 0.039 0.468
```

***

(ii)
Molecular formula: C3H9N2O
Method: DFT, wB97M-V/def2-TZVPD

The spin multiplicity is 2. Its orbital gap (alpha / beta) is 9.436 / 6.766 eV. As for the HOMO energy (alpha / beta): -8.63 / -8.61 eV. The molar mass is 89.118 g mol⁻¹. Its charge is 0. The expectation value of S² is 0.75.

Geometry as XYZ:
```
15
C3H9N2O | the Open Molecules 2025 dataset | wB97M-V/def2-TZVPD
C -0.527 -1.749 -1.967
O -0.210 -0.722 -1.113
H 0.380 -2.246 -2.362
H -1.115 -2.550 -1.503
H -1.114 -1.443 -2.843
C -1.414 1.289 0.564
N -0.288 0.719 1.295
C 0.913 0.598 0.620
N 1.934 0.019 1.097
H -2.253 1.393 1.253
H -1.072 2.255 0.189
H -1.640 0.722 -0.348
H -0.590 -0.067 1.852
H 0.909 1.195 -0.294
H 2.751 0.110 0.507
```

***

Bottom line: (ii), by a margin of 20.8 kJ/mol.